Entry from OMol25: 10 unconnected molecules or ions with the total composition C36H96N4O14 (ωB97M-V with the def2-TZVPD basis set).

ORCA input file:
```
! RIJCOSX wB97M-V def2-TZVPD def2/J DEFGRID3
* xyz 0 1
O 6.75418 -20.43857 13.31981
O 10.34913 -22.04466 19.91962
O 4.74834 -15.70393 12.39863
O 11.91375 -14.59687 16.28023
O 11.60500 -16.90658 14.95051
O 9.17609 -17.86653 15.75824
O 6.58014 -16.47619 9.56336
O 4.74749 -12.53459 16.82033
O 8.38140 -13.22697 12.51034
O 2.41006 -12.83453 11.63007
O 13.70062 -17.31041 19.23159
O 8.30744 -16.85225 18.23954
O 9.22299 -20.55981 15.20739
O 0.30068 -15.69453 15.42407
N 5.99049 -15.09431 17.15726
N 3.49185 -15.22697 15.27957
N 11.00057 -19.62953 18.16360
N 4.81555 -12.51091 13.37165
C 10.72103 -22.49160 21.19034
C 1.12985 -14.54496 15.61981
C 9.07207 -13.62561 11.38465
C 5.84298 -21.35043 13.83512
C 10.24070 -21.39163 14.85011
C 3.02875 -13.04407 10.38170
C 4.28360 -11.55896 12.48396
C 5.74045 -12.71323 17.84054
C 8.09152 -18.23602 10.33881
C 11.55086 -18.48998 18.90582
C 5.76831 -14.16467 18.23409
C 4.58409 -16.59499 13.51452
C 12.93890 -16.15866 19.67421
C 12.42450 -17.51530 13.91584
C 4.07559 -16.12307 11.22726
C 9.66975 -22.54134 14.03091
C 2.45123 -14.98826 16.24739
C 9.72463 -20.13132 18.61703
C 2.78744 -11.65679 12.26266
C 6.89030 -16.92175 18.66559
C 11.27450 -13.49110 15.58086
C 4.59199 -20.60116 14.45221
C 12.93261 -18.04689 18.29613
C 4.53580 -11.15247 16.56154
C 8.31028 -17.50295 14.66541
C 3.27030 -16.30027 14.34037
C 8.16263 -16.02027 14.48182
C 9.72272 -20.76091 19.99470
C 5.93059 -16.45843 17.56897
C 6.71026 -17.60416 10.40451
C 6.29542 -12.51937 13.46973
C 11.59024 -17.95447 12.77715
C -0.80648 -15.40523 14.57056
C 8.98854 -15.60923 18.56309
C 9.97440 -12.93838 16.29007
C 6.99962 -13.00178 12.16860
H 4.20734 -10.74925 17.52455
H 9.35069 -23.34027 14.66662
H 2.84088 -17.16607 14.90699
H 13.12603 -16.72312 13.68406
H 6.01313 -18.39649 10.15279
H 9.06375 -13.53849 16.17362
H 2.47953 -16.03698 13.58690
H 8.64079 -14.75455 17.96519
H 12.25532 -18.13743 11.90456
H 11.71779 -20.37202 18.15971
H 7.36960 -18.02562 14.77687
H 11.09098 -13.74946 14.51995
H 6.65779 -13.12210 14.29574
H 9.39454 -20.91943 17.91075
H 8.82242 -14.61776 11.05221
H 8.85359 -17.51854 10.62039
H 8.99083 -19.36821 18.62474
H 9.10985 -15.57024 14.32078
H 4.57247 -17.65261 13.24739
H 4.90501 -16.84592 17.95263
H 6.69958 -17.95324 18.90223
H 7.54152 -20.35875 13.89356
H 4.51472 -10.53560 12.85234
H 3.70978 -14.30160 14.89304
H 10.02173 -15.81169 18.44432
H 11.04994 -18.83836 13.04699
H 4.81399 -14.47193 18.78590
H 1.32410 -14.11112 14.60258
H 8.90796 -22.26018 13.34869
H -0.48294 -14.96236 13.60904
H 11.96440 -12.61199 15.45957
H 6.43240 -17.30246 11.42816
H 7.63179 -15.52244 15.29913
H 6.33387 -21.94456 14.61380
H 8.65668 -20.83308 20.38122
H 4.01099 -20.05866 13.73583
H -1.59380 -14.81625 15.06827
H 6.87448 -16.62075 8.67108
H 2.32641 -15.88763 16.88157
H 6.89673 -12.25774 11.28602
H 8.26393 -18.50616 9.25099
H 4.03537 -21.28672 15.02543
H 10.44362 -22.88702 13.35934
H 7.54985 -15.82570 13.59773
H 4.58652 -13.46777 13.03012
H 10.95953 -17.16989 12.40601
H 9.44176 -19.86159 15.83010
H 2.85445 -14.14794 16.84915
H 10.85529 -17.48660 15.18740
H 4.41693 -15.52247 10.39777
H 9.79046 -11.96450 15.82529
H 5.53078 -12.16218 18.75432
H 4.05370 -13.29036 10.45332
H 11.30747 -21.75455 21.74691
H 2.85079 -12.18882 9.74266
H 10.04162 -12.94060 17.41604
H 2.97404 -15.98766 11.29972
H 11.98621 -16.44798 20.17351
H 6.70036 -12.34690 17.55464
H 10.70809 -21.82818 15.76435
H 2.53902 -10.69560 11.72558
H 6.47775 -13.93311 11.94703
H 12.98041 -18.35435 14.40036
H 5.42292 -16.41545 14.19937
H 6.89131 -16.31764 19.58724
H 5.50720 -22.06381 13.04575
H 2.45961 -13.83284 9.90613
H 3.80579 -11.12915 15.77079
H 10.15416 -13.52995 11.50629
H 5.06954 -19.90865 15.18796
H 8.79406 -15.23429 19.54784
H 0.62669 -13.79841 16.28459
H 6.06106 -17.15101 16.75128
H -1.39007 -16.27270 14.40419
H 6.62618 -11.50806 13.62481
H 12.64671 -15.54539 18.85723
H 10.79016 -17.68418 18.99398
H 13.47123 -15.55459 20.37720
H 8.91541 -12.94598 10.55786
H 5.21383 -14.94165 16.49822
H 4.82646 -11.48527 11.51251
H 13.45294 -19.01932 18.08414
H 11.07602 -20.94046 14.24930
H 8.78691 -18.02580 13.85617
H 5.49799 -10.66270 16.34098
H 4.27122 -17.16691 10.94405
H 6.54992 -14.36132 18.95047
H 9.85417 -22.70221 21.86390
H 12.01259 -15.38903 15.73485
H 8.82756 -17.32081 16.54772
H 10.28488 -20.14559 20.69105
H 8.23894 -19.19944 10.91716
H 12.68310 -17.40779 17.44868
H 11.81980 -18.79425 19.93336
H 11.29961 -23.38063 20.98849
H 2.25880 -11.73185 13.22834
*
```

Summary:
Energy, Ha: -2701.31409
Lowest unoccupied orbital energy, eV: 0.66
Energy relative to the best compared isomer or geometry (same formula, charge and spin), kcal per mole: 67.9
Maximum force, eV Å⁻¹: 3.2

Löwdin atomic charge list, values in e, 5 entries: -0.108 -0.185 -0.213 -0.115 -0.132